(1)
47
Properties=species:S:1:pos:R:3 method="wB97M-V/def2-TZVPD" homo_lumo_gap_ev="4.417 / 6.055" spin_multiplicity=5 e_homo_ha="-0.142 / -0.264" charge=0
H 0.09996 -4.33605 1.09605
H 1.10870 0.83820 0.73154
C -1.71800 -2.99182 -0.88756
H 0.06236 4.37715 0.21697
P 0.88768 2.14917 -0.03981
P -0.21214 -2.29337 -0.16510
C 1.14951 -2.67612 -1.35289
C 1.88458 0.75301 -3.79374
H -1.10957 3.12456 -2.98034
H 2.75948 3.61594 -0.05523
Rh -0.15804 -0.10418 -0.03214
H -1.85638 2.32500 -4.10750
C 2.55302 2.68146 0.47784
N 1.03890 -0.27888 -1.75572
C 1.37494 2.09542 -1.75612
H 0.14349 -0.73066 2.67091
C 1.43711 -1.46836 -2.21524
H -2.78048 2.09400 -1.53689
H -0.68667 0.69186 3.42243
H -1.59473 -4.06910 -1.06448
H 2.59184 2.80357 1.56036
O -1.42569 0.13472 1.60416
H -3.95616 1.57685 -0.82069
H 1.57825 3.02727 -2.32328
C 1.42244 0.88095 -2.44176
H -1.93593 -2.47668 -1.83143
O -1.99750 2.95840 -3.36429
C -0.83143 -0.22639 2.82145
O -3.10118 2.00423 -0.63447
H 1.94874 1.66504 -4.39512
C 2.12608 -1.59692 -3.43322
H 2.81952 -0.56457 -5.20208
H 0.87645 -3.55780 -1.94454
H 2.02533 -2.94293 -0.74090
C 0.13709 -3.26159 1.32171
H 2.47327 -2.58040 -3.72914
H -2.54291 -2.82322 -0.18202
C 2.31036 -0.47149 -4.24640
H -0.14397 3.42208 1.70626
H 1.13296 -3.01752 1.71217
H -1.27977 3.20496 0.34919
H -1.50070 -0.39543 -1.13456
C -0.23518 3.39741 0.61267
H 3.25705 1.91410 0.13703
H -1.59646 0.27440 -0.68629
H -1.50203 -0.89337 3.39813
H -0.61222 -3.03109 2.09016


(2)
114
Properties=species:S:1:pos:R:3 method="wB97M-V/def2-TZVPD" homo_lumo_gap_ev=8.857 smiles=CC1(C)CCCC(C)(C)N1O.CC1(C)CCCC(C)(C)N1O.CC1(C)CCCC(C)(C)N1O.BrCCBr.BrCCBr.BrCCBr e_homo_ha=-0.316 charge=0
H -0.63536 2.99067 -5.58030
H 2.05616 -1.16810 5.25480
H 3.78667 -1.19879 5.89792
H -2.55376 -1.49249 4.28937
H 5.54030 -1.31780 1.45473
H -3.73321 2.34622 2.78754
C -0.13211 0.41236 -1.45523
H 2.07320 -0.40142 2.49750
H -1.43947 -1.83861 -3.13326
H 3.21496 1.55666 1.64221
C 4.23157 1.24647 1.53194
H -1.26914 0.50907 -5.46752
C 0.85259 -0.70971 -1.29110
C -3.67161 -0.25189 -3.98472
H 3.34331 -1.29809 1.72714
C 3.06700 -1.53156 5.08370
H 4.70066 -2.90466 3.27337
C 2.12840 -4.72494 0.49721
H -2.62683 2.67300 6.02442
C -3.66936 1.46523 2.21701
C 4.87908 1.03897 2.92465
Br 3.98533 -3.01242 -0.97802
H -2.21182 0.55034 -7.05005
H -0.53479 0.39236 -2.48593
H 5.62932 -2.01931 4.41516
Br 0.82409 2.05994 -1.28038
H -3.66662 1.79278 1.19281
H 0.26875 1.47618 4.23376
H -3.30624 -1.38544 -7.79379
H 5.92951 2.91037 2.71335
C -4.26014 -0.69539 -2.60386
H -0.57370 2.56397 -3.79522
H -3.41816 -1.22610 1.69882
C -0.03475 3.03478 -4.70115
H 6.82920 0.73003 2.02447
Br 0.96874 -6.28369 0.56611
H -0.46349 -0.46184 5.61587
H -0.91601 0.48823 -0.70767
H 3.11784 1.76524 4.87372
O -1.44650 -1.11244 -3.77916
H 3.07644 -2.62589 5.17190
H -1.50175 -2.63744 -7.27797
H 4.34858 0.33281 0.94048
C -1.56914 -2.57703 -6.19333
H 1.54410 -0.80255 -2.10807
C -2.91288 2.04142 5.17116
O 2.87092 1.05143 4.26508
H -1.39462 1.73360 0.89458
C 0.25809 4.42305 -4.47975
H 1.42927 -0.55093 -0.36558
H -5.26920 -1.31348 -4.72320
C 3.74068 -1.08208 3.77379
C -4.84709 -0.32389 -4.93928
H -1.79146 3.18937 2.99930
H -3.68170 -0.81428 -1.71300
C -0.65069 2.03302 4.26533
C -2.40560 0.63057 2.40228
H -5.64333 -0.55622 -6.88860
H -3.02217 1.57654 -4.94406
H -2.64376 -0.20048 0.42318
C 5.27189 2.44491 3.47571
H 2.15354 -2.18255 2.78639
H -3.80223 1.49045 5.35997
H 2.12343 -4.44389 -1.60487
H -3.89988 1.93129 -3.53532
H -4.62289 -1.75373 -2.69037
Br 1.60503 1.98077 -4.84719
C -3.67765 -1.41343 -6.77531
H -4.09245 -2.43543 -6.70625
C -1.22105 1.42607 1.92501
Br -1.41466 5.40276 -4.53546
C -1.18407 0.29205 5.92798
C -1.61363 -0.03952 -6.34791
H -2.26147 1.31829 -3.35392
C -3.17769 1.18918 -3.92275
H -4.33361 0.53750 -6.89806
H -5.10997 -0.06700 -2.41247
H -5.57720 0.45888 -4.62554
H -4.62728 0.89877 2.25439
C -4.68609 -0.35925 -6.45884
H 5.76930 2.40457 4.42727
C -2.37879 -1.31532 -5.89067
O -3.03129 -0.67638 4.33812
C 4.99162 -1.93194 3.52255
C 5.93454 -1.25717 2.48018
H -0.74775 -0.43543 -6.91526
N -2.73178 -1.28825 -4.43318
N -2.06549 0.18492 3.70529
H -0.35602 0.78468 1.91786
Br -0.07625 -2.39167 -1.08513
C -1.77566 1.15654 4.81750
H 0.51646 4.56909 -3.41987
C 6.16556 0.23426 2.77419
C 2.70102 -1.26693 2.57400
H -0.63842 -2.63666 -5.71079
C -0.93566 2.59651 2.86204
H -2.08492 -3.50048 -5.89927
H 4.86806 1.95848 1.02761
H -0.54946 2.82236 5.02608
H 4.37466 3.08512 3.51824
H -3.01038 2.70929 4.37607
H 6.69562 0.33663 3.74868
N 4.12208 0.33850 4.03791
C -2.52529 -0.58135 1.48885
H -1.95945 -0.19819 6.50168
H 3.56416 -5.44913 -1.03147
H 1.44229 -3.86804 0.69454
H 0.96940 4.95169 -5.12322
C 2.80084 -4.68213 -0.84652
H -0.68477 1.09085 6.59485
H 6.83731 -1.80745 2.48944
H -1.67422 -1.33972 1.53778
H -0.02391 3.10749 2.53013
H 2.84619 -4.87657 1.32483


(3)
63
Properties=species:S:1:pos:R:3 method="wB97M-V/def2-TZVPD" homo_lumo_gap_ev="6.837 / 7.095" spin_multiplicity=5 e_homo_ha="-0.361 / -0.369" relative_energy_kcal_mol=0.0 charge=+1
C 1.22315 -0.16449 -2.70269
H 0.98840 -2.98637 1.82869
H -2.74271 2.88968 1.63848
C 0.85318 2.56444 -3.25640
C 2.67425 -2.09621 -2.41435
H 2.77759 -3.15293 -2.14844
H -0.57995 1.80400 1.41623
H 1.17572 -3.98768 0.36287
H 0.41763 -0.60424 6.14807
H -0.93619 5.49473 -3.42407
C 2.12825 1.98842 -3.39861
H -1.90334 -2.92043 1.32770
C -1.72115 3.62444 -2.73216
H -0.68790 -1.92046 -2.33418
C 1.14876 -2.95947 0.74657
C -1.49087 2.27460 -2.48283
H 4.74155 -1.84337 -2.94846
C -0.87843 -0.38317 3.61133
H -3.81385 -0.73018 -0.01309
H 0.55756 1.22723 -0.42366
H -2.50125 -2.56856 -0.30536
C -1.65475 -2.95803 0.26465
C 0.56659 3.93878 -3.47694
C -0.69769 4.44666 -3.23410
H -1.20205 -0.68665 4.61223
H 2.80470 -2.16660 3.17938
C 0.56031 -0.60956 3.37825
H -1.48292 -0.95117 2.87617
H 3.21683 -0.53245 3.68167
C 3.62156 -0.00843 -3.21704
H -1.46732 -3.99780 -0.01847
C 0.19503 -2.29215 -1.80755
H -0.00464 -2.21203 5.64103
C 2.70749 -1.44694 4.00027
C -2.67663 2.89457 0.54354
H -2.72514 4.01528 -2.54263
H -1.03125 0.69598 3.45963
C 3.77270 -1.34107 -2.87071
H -1.85051 3.55321 0.24769
H 2.96020 2.61092 -3.73940
H 2.10906 -2.46828 0.55595
N 0.00679 0.40073 -2.54252
C -0.21410 1.71027 -2.80004
H -4.68598 0.83619 0.06861
C 1.40646 -1.53309 -2.32819
C 2.35236 0.62613 -3.13175
Mn -0.07833 0.40503 0.77733
H 3.11872 -1.84296 4.93172
N 1.29958 -1.19246 4.30655
C -3.80837 0.27678 0.42801
H 4.46028 0.59864 -3.56175
H 1.65791 -1.88700 6.20647
C -2.52213 1.36627 -1.84393
P -0.16572 -1.98173 -0.03950
H -3.62000 3.25320 0.10641
H 0.36190 -3.36667 -1.96470
O 1.14133 -0.24842 2.29786
P -2.26549 1.18710 0.02203
H -2.38543 0.34812 -2.22407
H -3.53573 1.74946 -2.05033
H 1.38207 4.56391 -3.84620
C 0.81360 -1.48820 5.63904
H -3.87170 0.18445 1.51970


(4)
44
Properties=species:S:1:pos:R:3 method="wB97M-V/def2-TZVPD" homo_lumo_gap_ev=6.910 e_homo_ha=-0.313 relative_energy_kcal_mol=22.4 charge=0
H -4.23964 1.62973 1.18110
C 2.50302 -1.97866 -0.63426
O 3.30114 -2.86353 -0.62383
H -2.02869 2.76578 -1.63018
C 0.62342 1.85936 1.54177
Ta -0.47758 -2.47511 -1.16035
H 4.79546 -1.08927 0.38901
Sb -2.33095 -4.53902 -2.87700
H -2.98560 -0.86051 0.22653
C 3.11910 2.65490 2.52604
C 2.67977 -0.72397 0.17921
H 0.50478 1.97686 -2.38078
C -2.00903 1.75621 -1.25708
O -1.55135 -2.63411 2.54096
N -1.33387 -0.33500 -0.85198
C 3.03162 1.48996 1.72637
C -4.24900 1.64089 0.09083
O -1.98023 -2.61629 0.40537
S -1.75979 -5.78813 -4.61479
C 1.77099 1.09240 1.22339
H 1.01571 0.33166 -1.97550
H -5.07975 1.02128 -0.24791
H 5.12930 0.96504 1.77833
H -0.33280 1.53085 1.15693
N -2.51293 -0.09662 -0.23292
C 0.73826 2.97536 2.31725
N 1.62186 -0.00717 0.43929
C -2.95853 1.14603 -0.46309
H -0.04176 0.61296 -3.36294
O 0.04548 -2.48972 1.06987
N -1.17041 -2.57431 1.42229
C 3.98073 -0.42725 0.64308
S -4.23084 -4.18952 -1.77025
S -1.40205 -2.20730 -3.24688
C 4.15063 0.68762 1.40604
C 0.19188 0.93468 -2.34578
H -4.42446 2.66085 -0.24140
H -0.14100 3.55723 2.56138
O 1.36167 -2.02573 -1.38267
S -0.46986 -4.77033 -1.18767
C 1.99994 3.37996 2.81267
H 4.08670 2.95663 2.90805
C -1.01354 0.79681 -1.48416
H 2.07220 4.26849 3.42571


(5)
12
Properties=species:S:1:pos:R:3 method="wB97M-V/def2-TZVPD" homo_lumo_gap_ev=11.410 smiles="O=CNC(=O)O.O" e_homo_ha=-0.413 relative_energy_kcal_mol=38.0 charge=0
C 1.54515 0.36980 0.94550
H -1.72536 0.81437 -0.86855
H 0.75114 -0.02879 -1.01303
H 2.32762 0.61033 1.68897
H 0.27080 -0.88680 2.14869
C -0.29941 -1.12070 0.19746
O 1.77895 0.85026 -0.17729
O -0.00613 -0.67871 -1.00304
H -1.57020 1.22644 -2.15250
O -1.31343 -1.81552 0.46941
O -2.33356 1.19577 -1.50033
N 0.57443 -0.53643 1.26474